## a
C2H3ClF2S | the ωB97M-V functional and the def2-TZVPD basis

Computed properties:
- Kohn-Sham gap (spin up / spin down) (eV) = 8.7729 / 8.7734

```
! wB97M-V def2-TZVPD RIJCOSX def2/J DEFGRID3
* xyz 0 1
C 0.815 -0.667 -0.028
C -0.522 1.157 -0.064
F -1.746 0.625 0.253
F -0.116 2.030 0.843
S -0.077 -2.052 -0.185
Cl -0.567 1.742 -1.659
H 1.103 -0.179 -0.997
H 1.328 -0.271 0.791
H -0.217 -2.385 1.046
*
```



## b
C2H3ClF2S | the ωB97M-V functional and the def2-TZVPD basis

Computed properties:
- Kohn-Sham gap (spin up / spin down) (eV) = 7.3854 / 7.2109

```
! wB97M-V def2-TZVPD RIJCOSX def2/J DEFGRID3
* xyz 0 1
C -1.059 0.341 0.021
C -0.117 -0.788 0.172
F 0.351 -0.994 1.394
F -0.015 -1.907 -0.499
S 1.950 0.234 -1.123
Cl 2.833 1.104 0.376
H -0.792 0.936 -0.789
H -1.081 0.979 0.855
H -2.072 0.094 -0.406
*
```



Energies relative to the most stable structure, in kcal/mol: a 5.0; b 0.0.



## a
C6H9N | the ωB97M-V functional and the def2-TZVPD basis

Computed properties:
- Kohn-Sham gap (eV) = 8.4306

```
! wB97M-V def2-TZVPD RIJCOSX def2/J DEFGRID3
* xyz 0 1
C 0.465 -0.213 2.098
C 0.849 -1.040 1.157
C 1.342 -0.492 -0.216
N 0.332 -0.682 -1.280
C 0.135 0.351 -2.227
C -0.766 0.302 -1.263
C -1.938 0.690 -0.408
H 0.368 0.855 2.018
H 0.211 -0.478 3.086
H 1.292 -1.996 1.386
H 1.445 0.558 -0.099
H 2.257 -0.994 -0.447
H 0.549 0.708 -3.034
H -2.617 1.132 -1.104
H -1.605 1.480 0.356
H -2.317 -0.181 -0.024
*
```



## b
C6H9N | the ωB97M-V functional and the def2-TZVPD basis

Computed properties:
- Kohn-Sham gap (eV) = 10.2213

```
! wB97M-V def2-TZVPD RIJCOSX def2/J DEFGRID3
* xyz 0 1
C 1.368 -0.730 -0.083
C 1.370 0.625 0.000
C 0.144 1.542 0.086
C -0.948 0.602 -0.454
N -2.212 -0.073 -0.171
C -0.930 -0.629 0.380
C 0.101 -1.589 -0.103
H 2.349 -1.196 -0.170
H 2.342 1.160 -0.050
H 0.348 2.439 -0.549
H 0.073 1.928 1.122
H -0.658 0.382 -1.502
H -2.759 0.363 0.591
H -0.766 -0.390 1.452
H -0.076 -1.997 -1.101
H 0.254 -2.436 0.551
*
```



## c
C6H9N | the ωB97M-V functional and the def2-TZVPD basis

Computed properties:
- Kohn-Sham gap (eV) = 9.1477

```
! wB97M-V def2-TZVPD RIJCOSX def2/J DEFGRID3
* xyz 0 1
C -1.098 -0.833 0.773
C -0.632 0.455 0.140
C -0.266 0.212 -1.315
C -1.658 0.621 -1.494
C -2.574 1.164 -0.896
C 2.643 0.243 0.439
N 2.175 -0.796 0.994
H -1.968 -0.686 1.419
H -0.261 -1.112 1.427
H -1.283 -1.687 0.099
H -0.044 -0.815 -1.626
H 0.418 0.933 -1.769
H -3.454 1.636 -0.514
H 2.557 0.343 -0.646
H 3.136 1.070 0.962
H 2.309 -0.748 2.006
*
```



## d
C6H9N | the ωB97M-V functional and the def2-TZVPD basis

Computed properties:
- Kohn-Sham gap (eV) = 8.1999

```
! wB97M-V def2-TZVPD RIJCOSX def2/J DEFGRID3
* xyz 0 1
C -0.354 2.484 0.447
C -0.451 1.118 -0.208
C 0.156 0.046 0.491
C 0.227 -1.153 -0.167
C 0.948 -2.342 0.436
C -0.236 -1.314 -1.465
N -1.018 0.816 -1.341
H -0.829 2.430 1.435
H 0.694 2.752 0.624
H -0.825 3.300 -0.105
H 0.580 0.175 1.474
H 0.724 -3.298 -0.047
H 0.682 -2.418 1.493
H 2.027 -2.173 0.360
H -1.022 -2.086 -1.567
H -1.303 1.661 -1.858
*
```



Energies relative to the most stable structure, in kcal/mol: a 52.7; b 0.0; c 86.2; d 17.3.



## a
C4H10O2 | the ωB97M-V functional and the def2-TZVPD basis

Computed properties:
- Kohn-Sham gap (eV) = 9.8857

```
! wB97M-V def2-TZVPD RIJCOSX def2/J DEFGRID3
* xyz 0 1
H 0.911 0.685 1.386
H 0.256 0.920 1.653
C -0.810 -1.368 -0.138
C 0.395 -0.834 -0.329
O 0.636 0.042 -1.326
C 1.927 0.624 -1.334
H -1.606 -1.185 -0.849
H -0.976 -2.048 0.686
H 1.244 -1.095 0.301
H 2.704 -0.145 -1.239
H 2.029 1.127 -2.297
H 2.040 1.358 -0.526
C -2.173 0.467 0.990
O -1.615 0.934 1.955
H -2.115 0.921 -0.017
H -2.844 -0.405 1.084
*
```



## b
C4H10O2 | the ωB97M-V functional and the def2-TZVPD basis

Computed properties:
- Kohn-Sham gap (eV) = 11.0007

```
! wB97M-V def2-TZVPD RIJCOSX def2/J DEFGRID3
* xyz 0 1
O 0.304 2.150 -1.774
C 0.372 0.821 -1.247
C 0.396 0.871 0.297
C -0.638 -0.065 0.937
C -0.717 -1.551 0.548
O 0.066 -2.401 1.399
H 1.033 2.305 -2.371
H 1.249 0.311 -1.644
H -0.514 0.297 -1.617
H 1.401 0.514 0.583
H 0.389 1.900 0.641
H -0.582 0.079 2.017
H -1.597 0.335 0.582
H -1.740 -1.899 0.640
H -0.343 -1.676 -0.470
H 0.921 -1.994 1.480
*
```



Energies relative to the most stable structure, in kcal/mol: a 57.4; b 0.0.



## a
C4H10O2 | the ωB97M-V functional and the def2-TZVPD basis

Computed properties:
- Kohn-Sham gap (eV) = 11.0319

```
! wB97M-V def2-TZVPD RIJCOSX def2/J DEFGRID3
* xyz 0 1
C 2.476 -0.317 -0.615
O 1.447 -0.136 0.320
C 0.223 -0.064 -0.346
C -0.942 0.127 0.615
C -2.065 0.793 -0.117
O -1.430 -1.115 1.082
H 2.365 -1.244 -1.205
H 2.530 0.504 -1.352
H 3.390 -0.348 -0.033
H 0.052 -0.998 -0.909
H 0.285 0.746 -1.089
H -0.661 0.769 1.467
H -2.853 0.997 0.615
H -2.393 0.122 -0.923
H -1.666 1.711 -0.543
H -0.656 -1.576 1.418
*
```



## b
C4H10O2 | the ωB97M-V functional and the def2-TZVPD basis

Computed properties:
- Kohn-Sham gap (eV) = 10.7481

```
! wB97M-V def2-TZVPD RIJCOSX def2/J DEFGRID3
* xyz 0 1
C 1.668 1.255 -0.013
O 0.865 0.246 0.567
C -0.017 -0.473 -0.278
C -0.199 -1.821 0.408
C -1.415 0.290 -0.448
O -1.414 1.423 0.366
H 2.521 0.820 -0.548
H 1.085 1.886 -0.689
H 2.044 1.872 0.809
H 0.216 -0.444 -1.323
H 0.734 -2.327 0.691
H -0.789 -2.501 -0.208
H -0.750 -1.630 1.339
H -1.634 0.622 -1.484
H -2.204 -0.436 -0.196
H -0.713 1.217 1.007
*
```



## c
C4H10O2 | the ωB97M-V functional and the def2-TZVPD basis

Computed properties:
- Kohn-Sham gap (eV) = 10.6458

```
! wB97M-V def2-TZVPD RIJCOSX def2/J DEFGRID3
* xyz 0 1
C -1.251 -1.005 -0.383
C -0.229 -0.026 0.227
C -0.772 1.407 0.083
O 0.105 -0.282 1.579
C 1.105 -0.297 -0.482
O 2.169 0.281 0.321
H -0.977 -2.053 -0.218
H -2.246 -0.835 0.035
H -1.335 -0.859 -1.474
H -1.034 1.638 -0.957
H -1.680 1.519 0.690
H -0.050 2.152 0.435
H 1.057 0.015 1.555
H 1.219 -1.387 -0.508
H 1.094 0.107 -1.502
H 2.826 -0.376 0.600
*
```



## d
C4H10O2 | the ωB97M-V functional and the def2-TZVPD basis

Computed properties:
- Kohn-Sham gap (eV) = 9.4691

```
! wB97M-V def2-TZVPD RIJCOSX def2/J DEFGRID3
* xyz 0 1
C 0.829 1.796 0.966
C -0.318 0.965 0.315
C -0.508 -0.386 0.417
C -1.903 -1.042 0.089
O 0.610 -1.275 0.512
H 1.525 1.185 1.513
H 0.466 2.699 1.442
H 1.396 2.128 0.064
H -1.123 1.669 -0.028
H -1.927 -1.927 -0.575
H -2.535 -0.245 -0.386
H -2.365 -1.576 0.903
H 0.393 -2.152 0.102
O 1.870 -0.930 -1.891
H 2.177 -0.165 -2.331
H 1.412 -0.743 -1.110
*
```



Energies relative to the most stable structure, in kcal/mol: a 8.8; b 18.5; c 0.0; d 27.3.



## a
C4H10O2 | the ωB97M-V functional and the def2-TZVPD basis

Computed properties:
- Kohn-Sham gap (eV) = 8.3290

```
! wB97M-V def2-TZVPD RIJCOSX def2/J DEFGRID3
* xyz 0 1
C -1.713 -0.984 -0.308
C -0.720 0.057 -0.710
C -1.053 1.409 -0.150
O 0.699 -0.389 0.727
C 1.841 -0.283 -0.122
O 3.007 -0.182 0.627
H -1.285 -1.990 -0.348
H -2.237 -0.846 0.655
H -2.468 -0.944 -1.109
H -1.735 1.847 -0.894
H -1.571 1.442 0.828
H -0.184 2.079 -0.126
H 0.722 0.367 1.335
H 1.792 -1.174 -0.754
H 1.774 0.609 -0.746
H 3.132 -1.019 1.094
*
```



## b
C4H10O2 | the ωB97M-V functional and the def2-TZVPD basis

Computed properties:
- Kohn-Sham gap (eV) = 10.2325

```
! wB97M-V def2-TZVPD RIJCOSX def2/J DEFGRID3
* xyz 0 1
C 2.977 -0.149 -0.026
O 1.741 0.488 -0.214
C 0.681 -0.227 0.377
C -0.631 0.514 0.100
O -1.561 -0.413 -0.423
C -2.885 -0.011 -0.562
H 3.734 0.445 -0.544
H 3.243 -0.214 1.042
H 2.975 -1.169 -0.443
H 0.606 -1.238 -0.052
H 0.862 -0.340 1.460
H -1.042 0.959 1.015
H -0.433 1.314 -0.626
H -3.629 -0.250 0.392
H -3.313 0.885 -0.134
H -3.324 -0.595 -1.362
*
```



## c
C4H10O2 | the ωB97M-V functional and the def2-TZVPD basis

Computed properties:
- Kohn-Sham gap (eV) = 11.1102

```
! wB97M-V def2-TZVPD RIJCOSX def2/J DEFGRID3
* xyz 0 1
C 2.450 -0.577 -0.431
O 1.349 -0.227 0.368
C 0.205 0.134 -0.377
C -0.922 0.292 0.642
C -2.235 0.616 -0.026
O -1.049 -0.886 1.393
H 2.217 -1.431 -1.086
H 2.777 0.266 -1.058
H 3.263 -0.853 0.243
H -0.036 -0.656 -1.111
H 0.374 1.076 -0.925
H -0.643 1.161 1.288
H -3.073 0.584 0.681
H -2.484 -0.025 -0.885
H -2.055 1.644 -0.337
H -0.139 -1.117 1.622
*
```



Energies relative to the most stable structure, in kcal/mol: a 74.9; b 52.9; c 0.0.